Entry from OMol25: 3 unconnected molecules or ions with the total composition C8H21N3 in a non-equilibrium geometry (ωB97M-V/def2-TZVPD).

Geometry as XYZ:
```
32
C8H21N3 | OMol25 | ωB97M-V/def2-TZVPD
H 1.71 -9.26 2.75
H 4.74 -6.64 3.46
C -1.19 5.25 -1.02
H 4.52 -8.42 3.92
C 2.16 -6.60 2.51
N 0.15 5.05 -1.57
C -0.60 6.09 -2.18
H -1.27 5.91 -0.04
H 2.03 -5.91 3.32
C -1.91 3.23 -2.18
H -4.86 7.25 -1.93
N -3.83 5.37 -2.15
H -1.16 3.39 -2.95
H -1.31 2.62 -1.53
H -2.85 2.91 -2.37
H 3.31 -9.89 2.55
C 2.67 -8.97 2.30
H 0.87 5.40 -0.96
H -4.63 4.81 -1.84
H -0.23 7.08 -2.09
C 3.17 -7.62 2.68
C 4.48 -7.66 3.25
C -3.99 6.68 -1.59
H 1.22 -6.82 2.16
H -3.68 6.66 -0.47
N -2.11 4.34 -1.41
H 5.28 -8.04 2.54
H 2.53 -5.63 2.04
H 2.45 -9.15 1.14
H -0.85 5.92 -3.25
H -3.19 7.43 -1.96
H -3.63 5.23 -3.12
```

Computed properties:
Net charge = +2
Gap between HOMO and LUMO (alpha / beta) = 7.238 / 7.398 eV
Max |F| = 4.648 eV Å⁻¹
ΔE to the lowest compared entry with this formula, charge and spin = 1.4554 eV

=====

Entry from OMol25: a molecular structure, C40H39AsBiCl2O3PS6 (ωB97M-V/def2-TZVPD).

Geometry as XYZ:
```
93
C40H39AsBiCl2O3PS6 | OMol25 | ωB97M-V/def2-TZVPD
C -1.29 -1.65 5.37
Cl -0.60 2.84 -1.05
C -3.73 -2.54 2.08
C -0.64 3.41 0.63
H -4.72 -0.30 2.19
C 2.97 4.64 -1.11
H -3.26 4.26 -6.07
C -4.11 -4.27 -2.60
C -3.15 -2.26 -0.89
H 4.31 -0.54 -2.99
Bi 0.59 -0.33 0.83
C -4.78 0.35 1.33
Cl -1.75 2.47 1.64
C -3.24 3.21 -5.79
H -4.49 -5.05 -3.25
C -5.78 1.32 1.29
S 5.06 0.19 3.55
H -4.41 -2.73 1.26
H -2.04 -3.82 0.06
H 3.98 0.90 -3.94
C -3.97 1.12 -0.78
C -4.29 1.04 -5.74
C 0.04 -0.28 -4.82
H -5.18 -2.69 -3.58
H -0.07 -1.27 -4.38
H -4.36 -0.94 -2.08
As 3.92 0.34 1.78
P -2.41 -0.96 0.20
C 2.82 2.49 -2.17
H 1.64 1.14 -4.93
H 2.84 4.98 -4.47
H -5.13 0.40 -5.98
C 2.57 -0.73 -4.28
C 0.26 -0.50 3.94
H -1.35 3.35 -4.75
H 0.41 -2.16 -1.76
C -2.61 -1.77 1.85
S 2.75 -1.57 1.45
C 0.44 -2.87 -0.92
C 2.90 3.25 -1.02
C 2.79 3.12 -3.41
C 2.95 5.27 -2.34
C -2.16 1.37 -4.69
C 2.86 4.50 -3.50
S 2.20 1.72 2.06
H 0.43 -0.64 6.09
H -3.20 -0.50 -4.69
C -0.17 -0.90 5.23
C 1.51 0.07 -5.08
O -1.57 -0.19 -2.72
C -0.46 -0.79 2.81
C -2.17 2.70 -5.06
H 2.07 -1.49 -3.67
H 2.93 2.77 -0.05
C -3.25 -2.75 4.41
C -4.30 2.38 -6.13
S -0.84 0.78 -3.59
H -2.91 -5.60 -1.42
C -2.08 -1.97 4.23
H -4.94 -3.66 3.47
C -4.05 -3.06 3.34
H -0.97 4.44 0.63
H 3.04 5.22 -0.19
C -4.03 -1.96 -1.93
H -5.03 2.74 -1.69
C -3.22 0.54 -5.02
H 3.01 6.35 -2.41
C 3.52 0.08 -3.39
S 2.64 0.69 -1.90
H 1.70 -0.11 -6.15
C -5.89 2.18 0.20
C -2.75 -3.58 -0.73
C -3.23 -4.58 -1.57
H -5.14 2.78 -6.68
C -4.97 2.07 -0.83
S 5.13 0.83 0.07
H 3.21 -1.25 -5.00
H -0.05 -3.80 -1.27
H 0.36 3.29 1.04
H -6.47 1.41 2.12
C -1.71 -1.50 2.94
O 1.20 0.36 -2.22
H -3.50 -3.09 5.41
H -6.67 2.93 0.17
H 1.20 0.04 3.86
O -0.21 -2.38 0.22
H -3.23 1.07 -1.57
H -1.61 -2.01 6.34
H -0.54 -0.23 -5.74
C -4.50 -2.95 -2.77
H 1.49 -3.11 -0.73
H 2.72 2.55 -4.33
C -3.87 0.22 0.28
```

Computed properties:
Net charge = -2
Gap between HOMO and LUMO = 5.142 eV
Max |F| = 0.734 eV Å⁻¹
ΔE to the lowest compared entry with this formula, charge and spin = 0.0000 eV

=====

Entry from OMol25: a molecular structure, C27H23ClN3O4OsP (ωB97M-V/def2-TZVPD).

Geometry as XYZ:
```
60
C27H23ClN3O4OsP | OMol25 | ωB97M-V/def2-TZVPD
H -2.17 4.48 1.94
C -2.34 3.44 1.68
H 2.19 -2.82 1.41
C 2.16 2.25 -0.88
H 2.63 -1.02 2.99
H -2.07 -0.72 3.15
H 1.85 0.37 3.75
C -3.75 1.51 1.54
C 0.00 -3.48 -2.25
H -1.01 -1.10 4.51
C -1.10 -0.52 3.59
C 3.32 4.14 -1.89
C 4.53 3.69 -1.32
C 3.54 0.53 0.43
C 3.42 1.79 -0.32
C -0.26 -2.40 -1.44
H -1.04 0.54 3.84
C -1.30 2.69 1.16
H 1.23 3.76 -2.10
C 1.27 -3.36 1.59
C -1.07 -4.78 2.06
H -4.40 3.42 2.27
H -1.88 -2.96 2.83
C -1.54 -2.33 -0.64
C -2.79 -0.65 0.67
H -0.32 3.10 0.98
H 2.34 -0.48 -1.99
O 1.06 1.66 -0.69
O 2.61 -0.22 0.63
H 1.63 -1.26 4.43
H 3.32 5.04 -2.49
O -3.77 -1.28 0.92
H 5.52 2.18 -0.16
C 0.17 -2.71 2.17
H 4.55 0.29 0.79
H -0.03 -6.46 1.26
H -1.99 -5.33 2.24
N -1.47 1.40 0.84
H 1.39 -4.31 -3.66
H 2.93 -2.36 -3.51
Cl 5.95 4.56 -1.57
O -2.36 -3.20 -0.67
C 1.71 -1.35 -2.08
C 2.17 3.44 -1.68
C 1.20 -4.70 1.28
C 2.02 -2.40 -2.92
H -4.69 0.99 1.67
N -1.63 -1.10 0.03
C -3.58 2.85 1.87
N 0.59 -1.35 -1.34
C 1.74 -0.68 3.51
C 0.03 -5.41 1.51
C -2.67 0.82 1.03
C 1.16 -3.48 -3.01
P 0.27 -0.94 2.47
H 2.06 -5.20 0.86
Os -0.05 0.07 0.03
C 4.56 2.51 -0.56
C -1.00 -3.43 2.40
H -0.73 -4.29 -2.28
```

Computed properties:
Net charge = +2
Spin multiplicity = 5
Gap between HOMO and LUMO (alpha / beta) = 6.764 / 5.293 eV
Max |F| = 0.536 eV Å⁻¹

=====

Entry from OMol25: a molecular structure, C36H92Br4N6O4 in a non-equilibrium geometry (ωB97M-V/def2-TZVPD).

Geometry as XYZ:
```
142
C36H92Br4N6O4 | OMol25 | ωB97M-V/def2-TZVPD
H 4.75 -4.05 -5.79
H 2.75 -4.86 -1.63
H 0.53 8.78 -4.12
O 0.06 -0.20 -0.54
C -4.48 0.50 5.24
C -0.91 -0.67 0.39
H -1.22 -0.32 -2.11
C -2.40 -0.04 -8.78
C -0.02 8.57 -5.07
H -6.13 1.91 5.23
H 3.15 -1.29 3.94
H 4.64 0.81 7.56
C 2.45 -2.85 -1.11
C -1.27 1.64 -1.46
H 5.09 -5.27 -2.94
H -2.00 1.84 4.13
C 2.20 -3.16 0.35
H -1.18 3.60 -0.55
C 5.83 -2.95 -4.28
H -2.19 -1.43 -4.16
H -3.25 -1.90 5.23
O -1.23 -1.92 -5.92
C -1.20 5.51 -3.63
C -2.19 -1.23 -6.67
H 4.00 -2.82 6.38
H 2.85 -1.83 -1.20
H -0.79 -2.47 -4.01
H 5.79 -2.16 -5.02
C -5.13 -3.08 2.62
H -0.77 9.41 -5.06
H -5.09 -0.40 5.16
C -2.09 1.16 5.00
H 0.31 0.52 -2.44
H -3.29 2.13 -1.46
C -2.22 2.10 6.17
C -3.14 -0.18 3.23
H -2.41 -2.24 2.80
H 3.64 -5.60 -3.89
H -2.80 4.39 -4.58
C 4.80 -2.49 -3.19
H 2.87 -3.13 -4.95
H 4.50 -1.25 5.65
H -2.11 1.52 7.10
H -1.57 1.88 -2.47
H -2.19 0.17 2.84
H 1.83 -4.10 -3.80
H -0.24 -2.17 -7.49
C 3.31 -3.93 -1.69
H 5.99 -1.44 7.54
H 4.77 -2.11 8.60
C -5.20 1.75 4.66
Br -2.50 2.58 2.18
H -5.94 -3.55 3.16
C -3.33 -1.61 2.73
H 2.20 0.56 8.02
H 2.54 -0.94 8.94
C 2.35 -0.19 5.68
H -1.28 0.18 0.97
H -2.49 -0.37 -6.06
H 0.33 3.10 -1.10
C -1.48 -0.74 -7.90
H -0.40 -1.28 1.14
H 6.07 -5.01 -5.15
C 2.24 -0.79 4.28
H -1.12 0.59 5.13
H -1.79 5.42 -5.54
N -3.13 0.13 4.70
O -0.55 7.28 -5.07
H -1.85 0.31 -9.64
C 4.92 -1.44 7.76
H 2.17 -2.32 -3.52
H 4.23 -1.59 -3.42
H -0.76 -0.06 -7.40
H 2.50 1.26 3.34
H -3.16 0.53 -1.20
H -4.59 2.64 4.64
C -2.52 -1.12 5.38
C 4.09 -1.74 6.53
H -2.30 -0.76 6.38
H 0.80 5.22 -4.37
C 2.54 -3.26 -3.93
N 2.72 -1.11 6.78
H 0.75 5.98 -2.81
H -3.17 2.63 6.11
Br -3.57 3.91 -2.86
H 1.82 -4.18 0.55
H -1.01 -2.74 -8.72
H -2.78 0.85 -8.29
H 0.62 8.77 -5.90
H -0.57 -0.65 -4.34
Br -0.58 1.78 -5.79
H 1.51 -2.83 -1.65
C 4.43 -4.86 -3.71
H -3.61 -1.48 1.67
H -3.09 -1.83 -6.82
C -0.50 0.40 -1.70
H 0.72 -1.74 7.22
H -3.23 -0.65 -9.13
H -4.45 -3.86 2.26
C 5.29 -4.31 -4.87
H 1.66 -2.76 5.96
C -0.59 2.70 -0.64
H 3.23 -3.18 0.81
N 3.72 -3.65 -3.14
H 4.47 0.31 9.22
H 0.48 4.22 -2.97
H -1.32 2.70 6.02
H 1.42 0.22 6.06
C -1.42 7.00 -3.94
H 0.05 -1.48 -9.07
H -5.44 1.41 3.66
H 3.06 0.63 5.63
H -5.59 -2.51 1.76
H 5.18 -2.38 -2.16
H -1.74 5.34 -2.73
H -2.47 7.19 -4.21
C 0.25 5.20 -3.44
H -3.90 0.42 2.73
C 4.35 -0.02 8.18
Br -3.43 -1.65 -1.82
N -0.62 -1.86 -8.42
H 2.12 -0.03 2.28
N -1.84 4.75 -4.77
H -1.17 7.53 -3.04
N -2.75 1.44 -0.94
H -1.61 -1.41 4.84
C 2.85 -0.31 8.07
H -0.26 2.26 0.31
C -1.16 -1.57 -4.56
H 4.23 -4.02 -1.11
H 6.82 -3.01 -3.86
H -4.30 0.58 6.29
H -2.86 1.66 0.06
H 1.53 -2.42 0.78
H -1.71 -1.21 -0.14
C 1.92 0.33 3.28
H 2.10 -2.81 7.72
O -4.44 -2.13 3.45
H 1.46 -1.53 4.18
C 1.67 -2.22 6.90
H 0.84 0.57 3.30
H -1.30 3.95 -5.06
```

Computed properties:
Net charge = +2
Gap between HOMO and LUMO = 6.494 eV
Max |F| = 2.753 eV Å⁻¹

=====

Entry from OMol25: C6H11N in the gas phase in a non-equilibrium geometry (ωB97M-V/def2-TZVPD).

Geometry as XYZ:
```
18
C6H11N | OMol25 | ωB97M-V/def2-TZVPD
C 1.02 -2.78 -0.97
H 2.06 -2.87 -0.60
H -1.94 0.59 -0.97
H -1.02 2.14 1.52
C 0.23 0.67 -0.65
H 0.82 1.52 -0.32
H -1.32 -0.12 0.46
H -1.11 2.86 -0.05
H 0.59 -3.54 -1.61
H 1.67 -1.52 1.60
C 0.90 -0.60 -0.09
C 1.37 -0.56 1.18
C -1.58 2.09 0.57
C -1.24 0.77 -0.17
H -2.64 2.26 0.67
N 0.35 -1.78 -0.57
H 1.69 0.33 1.72
H 0.16 0.54 -1.73
```

Computed properties:
Gap between HOMO and LUMO = 9.971 eV
Max |F| = 3.575 eV Å⁻¹
SMILES = C=NC(=C)CCC
ΔE to the lowest compared entry with this formula, charge and spin = 2.1385 eV

=====

Entry from OMol25: 7 unconnected molecules or ions with the total composition C10H34O12 in a non-equilibrium geometry (ωB97M-V/def2-TZVPD).

Geometry as XYZ:
```
56
C10H34O12 | OMol25 | ωB97M-V/def2-TZVPD
H 2.74 3.74 -3.75
O 1.63 -2.70 -3.69
H 0.79 -2.34 -4.01
H -3.92 1.78 0.47
H -2.94 0.17 1.67
H -4.59 4.19 1.81
H -0.47 -4.06 1.95
H -2.41 2.70 0.52
H -0.38 -0.29 -3.54
H 1.10 1.45 -4.23
H -1.08 -1.12 -2.47
H -3.46 -1.53 3.10
H 2.36 -4.05 -1.60
H 4.14 -2.00 -1.71
H -0.26 -0.10 2.76
H -4.40 2.08 2.84
H 0.14 -0.22 -0.37
C 2.35 -1.91 -2.78
H 0.21 1.27 3.74
H 2.21 0.17 4.09
H -1.26 0.02 0.25
H -2.83 2.56 3.22
O -0.75 -1.17 -3.38
C -2.25 -2.93 2.62
H -0.27 -2.34 1.99
O 1.95 4.18 -3.42
H 2.63 -0.96 -3.27
H 1.69 -1.59 -1.96
H 0.63 1.93 1.50
H 1.47 1.51 -1.43
C 1.63 1.94 -2.42
C 1.28 1.16 1.90
H 2.17 3.66 -1.38
H 2.22 1.61 2.25
O -1.29 -3.11 0.37
C -3.06 2.05 1.10
O -0.81 -0.41 -0.51
C 1.56 3.44 -2.26
H 2.32 -0.27 1.03
H -2.86 -3.83 2.55
O 0.71 1.40 -3.35
C -3.57 2.65 2.41
O -2.33 0.85 1.36
C -0.99 -3.12 1.75
O -2.87 -1.69 2.36
H 2.67 1.63 -2.64
H 0.57 3.83 -2.03
C 0.59 0.49 3.07
H -1.91 -2.97 3.67
H -1.12 -2.22 0.01
O 1.49 -0.38 3.77
O -3.79 4.05 2.34
H 4.23 -2.88 -3.18
O 3.31 -3.85 -1.58
O 1.52 0.23 0.84
C 3.56 -2.69 -2.34
```

Computed properties:
Gap between HOMO and LUMO = 9.907 eV
Max |F| = 2.002 eV Å⁻¹
SMILES = OCCO.OCCO.OCCO.OCCO.OCCO.O.O
ΔE to the lowest compared entry with this formula, charge and spin = 0.1279 eV

=====

Entry from OMol25: 2 unconnected molecules or ions with the total composition C4H8O4 in a non-equilibrium geometry (ωB97M-V/def2-TZVPD).

Geometry as XYZ:
```
16
C4H8O4 | OMol25 | ωB97M-V/def2-TZVPD
H -2.04 0.05 0.86
H -1.72 0.98 -0.74
H -0.33 -1.31 -0.58
H 0.82 0.14 -0.68
H 2.74 -1.34 -0.02
O -1.76 4.06 1.31
O 1.72 -3.08 0.17
C 1.85 -1.83 -0.43
H 1.10 -3.62 -0.34
C -1.41 3.21 0.48
H 1.93 -1.90 -1.53
O -1.23 1.93 1.06
H 0.52 -0.70 0.98
C 0.48 -0.74 -0.11
C -1.48 0.81 0.31
O -1.19 3.31 -0.74
```

Computed properties:
Net charge = -1
Spin multiplicity = 2
Gap between HOMO and LUMO (alpha / beta) = 6.035 / 7.275 eV
Max |F| = 5.187 eV Å⁻¹
ΔE to the lowest compared entry with this formula, charge and spin = 1.5066 eV

=====

- Which of these has the highest max |F|?
  C4H8O4

=====

- Which of these has the highest max |F|?
  C4H8O4

=====

- What is the formula in the fifth record?
  C6H11N